{"formula": "C27H29Cl5MnN7PS2Se", "method": "wB97M-V/def2-TZVPD", "total_charge": 2, "spin_multiplicity": 4, "s2": 3.93, "e_tot_ha": -8420.30620, "fmax_ev_per_a": 0.669, "molar_mass_g_mol": 857.85, "homo_energy_ev": [-13.385, -13.452], "symbols": ["Mn", "C", "N", "C", "C", "N", "N", "C", "N", "N", "H", "H", "H", "H", "H", "H", "H", "H", "H", "H", "H", "Cl", "C", "C", "C", "Cl", "C", "Cl", "C", "Cl", "C", "Cl", "C", "N", "C", "C", "N", "C", "C", "Se", "H", "H", "H", "H", "H", "H", "H", "H", "S", "P", "S", "C", "C", "C", "C", "C", "C", "C", "C", "C", "C", "C", "C", "H", "H", "H", "H", "H", "H", "H", "H", "H", "H"], "xyz": [[-0.9778, -0.0794, 0.8089], [-3.6726, 4.0837, 3.1037], [-3.1045, 2.7397, 3.1863], [-3.2949, 2.0111, 4.4364], [-2.5079, 2.1574, 2.1417], [-2.1819, 0.8936, 2.0864], [-2.2591, 2.9748, 1.0512], [-1.6268, 2.6082, -0.1110], [-1.5498, 3.5419, -1.0645], [-1.1065, 1.4321, -0.2965], [-4.2288, 4.2710, 4.0173], [-4.3723, 4.1664, 2.2702], [-2.8929, 4.8457, 3.0339], [-3.2639, 2.7272, 5.2547], [-2.4800, 1.3061, 4.5965], [-4.2519, 1.4881, 4.4550], [-2.4907, 0.3544, 2.8902], [-2.4669, 3.9554, 1.1582], [-1.9863, 4.4431, -0.9841], [-1.0312, 3.3286, -1.9057], [-0.7372, 1.2981, -1.2550], [1.1473, 3.0591, 1.4365], [1.3415, 1.5711, 2.2820], [0.5288, 0.4847, 2.0263], [0.6679, -0.6225, 2.8163], [-0.5492, -1.8506, 2.4185], [1.6031, -0.7833, 3.8200], [1.6793, -2.2300, 4.7221], [2.4578, 0.3029, 4.0414], [3.6610, 0.1863, 5.2466], [2.3132, 1.4759, 3.2884], [3.3338, 2.8082, 3.6148], [-3.4444, -4.2915, 0.8472], [-3.0877, -3.8640, -0.4989], [-2.8766, -4.7295, -1.5447], [-2.5866, -3.9780, -2.6322], [-2.6283, -2.6642, -2.2369], [-2.4168, -1.5240, -3.1225], [-2.9452, -2.6027, -0.9375], [-3.2174, -1.0347, 0.0741], [-4.1299, -5.1325, 0.7679], [-3.9320, -3.4676, 1.3638], [-2.5485, -4.5951, 1.3876], [-2.9560, -5.7917, -1.4239], [-2.3627, -4.2586, -3.6425], [-2.6829, -1.8291, -4.1311], [-1.3734, -1.2040, -3.0845], [-3.0599, -0.7056, -2.7998], [0.3247, 1.1468, -3.1103], [1.4620, -0.0064, -1.9886], [0.4674, -1.1898, -0.5427], [2.2849, -1.2789, -2.9648], [2.8115, -0.8556, -4.1875], [3.5290, -1.7397, -4.9732], [3.7204, -3.0464, -4.5492], [3.2004, -3.4695, -3.3359], [2.4851, -2.5892, -2.5392], [2.7541, 0.8942, -1.1132], [3.4867, 0.2586, -0.1093], [4.5399, 0.9174, 0.4971], [4.8763, 2.2068, 0.0970], [4.1637, 2.8311, -0.9124], [3.0988, 2.1795, -1.5158], [2.6504, 0.1587, -4.5269], [3.9333, -1.4107, -5.9193], [4.2761, -3.7367, -5.1678], [3.3532, -4.4868, -3.0068], [2.0956, -2.9346, -1.5928], [3.2394, -0.7515, 0.1936], [5.1097, 0.4247, 1.2724], [5.7028, 2.7174, 0.5696], [4.4386, 3.8250, -1.2341], [2.5435, 2.6592, -2.3125]], "forces_ev_per_angstrom": [[-0.14, 0.63, -0.17], [-0.04, 0.08, -0.01], [0.12, -0.06, -0.12], [0.06, -0.02, 0.07], [-0.13, 0.00, -0.01], [-0.03, -0.10, 0.17], [0.02, -0.02, 0.04], [0.06, 0.09, -0.05], [0.01, -0.11, 0.11], [-0.13, -0.06, 0.00], [0.00, 0.01, -0.05], [0.02, 0.03, 0.01], [-0.01, 0.03, -0.01], [-0.03, -0.05, -0.02], [-0.01, 0.03, 0.03], [0.00, -0.03, -0.01], [0.03, 0.12, -0.20], [0.04, -0.06, 0.02], [-0.04, 0.01, -0.01], [0.03, 0.02, 0.00], [0.08, 0.04, -0.01], [0.04, 0.01, -0.12], [0.01, -0.07, 0.14], [0.05, -0.01, -0.09], [0.01, -0.19, 0.11], [0.15, -0.06, 0.27], [-0.03, 0.07, -0.06], [0.02, 0.04, 0.00], [-0.05, -0.11, -0.03], [0.00, 0.00, 0.01], [-0.01, 0.02, -0.01], [0.02, 0.01, -0.01], [-0.03, 0.05, 0.07], [-0.08, 0.04, -0.17], [0.12, 0.07, -0.17], [0.02, -0.14, 0.16], [-0.17, 0.01, 0.00], [0.08, 0.09, 0.05], [0.21, 0.22, 0.23], [0.02, -0.18, 0.04], [0.03, 0.03, 0.06], [0.03, -0.08, -0.03], [-0.04, -0.01, 0.01], [-0.01, -0.13, -0.01], [0.02, -0.05, -0.11], [0.02, 0.05, 0.00], [-0.14, -0.03, -0.03], [0.07, -0.07, -0.07], [-0.11, 0.04, 0.03], [0.07, -0.12, 0.15], [-0.23, -0.09, -0.24], [0.06, 0.03, -0.14], [-0.06, -0.03, 0.05], [-0.02, 0.01, 0.00], [0.01, -0.04, 0.00], [0.00, 0.02, -0.03], [0.03, 0.05, 0.02], [0.04, 0.00, 0.09], [-0.05, -0.03, 0.00], [0.01, 0.08, -0.01], [-0.01, -0.07, 0.04], [-0.01, 0.02, 0.02], [-0.08, 0.00, -0.12], [0.00, 0.04, -0.02], [0.02, 0.02, -0.04], [0.03, -0.03, -0.01], [0.01, -0.05, 0.02], [-0.03, -0.01, 0.06], [-0.02, -0.03, 0.01], [0.03, -0.02, 0.04], [0.05, 0.02, 0.02], [0.00, 0.05, -0.02], [0.00, 0.01, 0.03]]}